[1]
This record from OMol25 describes a structure of composition C34H35BrMoN7O5 at a distorted geometry. The level of theory is the ωB97M-V functional and the def2-TZVPD basis.

ORCA input file:
```
! wB97M-V def2-TZVPD RIJCOSX def2/J DEFGRID3
* xyz 3 1
Mo -0.7226 1.1287 0.6067
O -3.3135 -0.0514 -1.9506
C -3.4959 -1.4031 -1.8154
C -4.6178 -2.0206 -2.3569
C -4.8010 -3.3854 -2.2370
C -3.8750 -4.1495 -1.5421
C -2.7638 -3.5356 -0.9965
C -2.5492 -2.1653 -1.1368
C -1.2160 -1.6488 -0.6140
O -1.0785 -0.2748 -0.4082
N -0.1681 -2.0577 -1.5347
N 0.9827 -1.3753 -1.5106
C 2.0150 -1.8548 -2.0978
C 3.2629 -1.1276 -2.1595
Br 3.1117 0.7542 -1.8525
C 4.4888 -1.5997 -2.4443
C 4.9329 -2.9830 -2.4344
C 4.2472 -4.0114 -1.7692
C 4.7707 -5.2889 -1.7180
C 5.9974 -5.5677 -2.3076
C 6.7014 -4.5573 -2.9485
C 6.1754 -3.2817 -3.0127
H -3.9426 0.2710 -2.6048
H -5.3422 -1.4203 -2.8975
H -5.6642 -3.8534 -2.6897
H -4.0098 -5.2168 -1.4378
H -2.0398 -4.1299 -0.4483
H -1.0459 -2.1462 0.3582
H -0.2142 -2.9989 -1.9054
H 1.9744 -2.8093 -2.6251
H 5.2611 -0.8728 -2.6691
H 3.3285 -3.7927 -1.2424
H 4.2341 -6.0730 -1.2003
H 6.4102 -6.5655 -2.2485
H 7.6644 -4.7657 -3.3943
H 6.7172 -2.4959 -3.5251
N -3.3798 1.0149 2.5584
C -2.4032 0.1253 2.9589
C -2.6512 -0.6010 4.1287
C -1.7476 -1.5443 4.5537
C -0.6002 -1.7666 3.7854
C -0.4084 -1.0046 2.6696
N -1.2736 -0.0389 2.2482
C -3.6117 1.7209 1.3980
C -4.9102 2.2041 1.2017
C -5.2094 2.9223 0.0693
C -4.1920 3.1802 -0.8531
C -2.9409 2.6951 -0.5983
N -2.6245 1.9745 0.5146
H -4.1793 1.0092 3.1733
H -3.5640 -0.4227 4.6821
H -1.9261 -2.1052 5.4611
H 0.1204 -2.5227 4.0613
H 0.4610 -1.1501 2.0415
H -5.6742 1.9941 1.9389
H -6.2169 3.2768 -0.1030
H -4.3798 3.7428 -1.7562
H -2.1287 2.8649 -1.2863
O 1.4705 0.5742 0.8231
C 2.0716 1.0857 2.0152
C 1.2336 2.1746 2.6265
C 1.6630 2.8458 3.7534
C 0.8640 3.8357 4.3045
C -0.3320 4.1463 3.6623
C -0.6938 3.4451 2.5405
N 0.0490 2.4289 2.0232
H 1.8929 1.0396 0.0695
H 3.0675 1.4713 1.7976
H 2.1832 0.2630 2.7235
H 2.6194 2.5935 4.1925
H 1.1654 4.3567 5.2032
H -0.9765 4.9328 4.0285
H -1.6026 3.6940 2.0104
N 2.6395 4.6823 -2.1326
C 1.2219 4.2228 -2.1613
C 1.0513 3.2201 -0.9960
O 2.0375 3.0830 -0.2531
O -0.0603 2.6228 -0.9238
H 2.7443 5.6927 -2.0627
H 3.1833 4.3563 -2.9319
H 3.0027 4.2113 -1.2621
H 0.9893 3.7194 -3.0969
H 0.5395 5.0591 -2.0305
*
```

The total energy is -128369.952 eV.

Charges per atom according to Löwdin partitioning, unit e:
1. Mo 1.80
2. O 0.04
3. C -0.25
4. C 0.00
5. C -0.04
6. C -0.06
7. C -0.04
8. C -0.11
9. C -0.30
10. O -0.26
11. N 0.01
12. N 0.01
13. C -0.19
14. C -0.58
15. Br 0.91
16. C -0.09
17. C -0.22
18. C -0.04
19. C -0.06
20. C -0.05
21. C -0.05
22. C -0.02
23. H 0.12
24. H 0.13
25. H 0.12
26. H 0.12
27. H 0.12
28. H 0.14
29. H 0.15
30. H 0.14
31. H 0.11
32. H 0.09
33. H 0.11
34. H 0.12
35. H 0.12
36. H 0.12
37. N 0.15
38. C -0.24
39. C 0.03
40. C 0.01
41. C -0.01
42. C -0.11
43. N -0.04
44. C -0.26
45. C 0.03
46. C 0.01
47. C -0.02
48. C -0.10
49. N -0.05
50. H 0.15
51. H 0.14
52. H 0.14
53. H 0.13
54. H 0.11
55. H 0.14
56. H 0.14
57. H 0.13
58. H 0.10
59. O -0.21
60. C -0.13
61. C -0.22
62. C 0.03
63. C 0.02
64. C -0.01
65. C -0.08
66. N -0.07
67. H -0.04
68. H 0.15
69. H 0.14
70. H 0.14
71. H 0.14
72. H 0.13
73. H 0.11
74. N 0.21
75. C -0.02
76. C -0.63
77. O -0.05
78. O -0.12
79. H 0.18
80. H 0.18
81. H 0.15
82. H 0.15
83. H 0.15



[2]
This record from OMol25 describes the molecule C4H3NO2 at a distorted geometry. The level of theory is the ωB97M-V functional and the def2-TZVPD basis.

ORCA input file:
```
! wB97M-V def2-TZVPD RIJCOSX def2/J DEFGRID3
* xyz 0 1
O -1.2027 -0.9582 -1.3627
C -0.0796 -0.5762 -1.1903
C 0.7993 2.4213 -0.4975
N 0.6659 1.3315 -0.0703
C 0.4261 -0.0442 0.1668
C -0.6260 -0.3043 1.2496
O -1.4545 0.4973 1.5728
H 0.6695 -0.5125 -2.0031
H 1.3695 -0.5399 0.4339
H -0.5675 -1.3150 1.7008
*
```

The total energy is -9779.090 eV. The calculation puts the energy above the lowest of the compared OMol25 structures with the same formula, charge and spin at 250.6 kJ/mol.

Charges per atom according to Löwdin partitioning, unit e:
1. O 0.10
2. C -0.20
3. C 0.08
4. N -0.03
5. C -0.27
6. C -0.21
7. O 0.10
8. H 0.14
9. H 0.15
10. H 0.13



[3]
This record from OMol25 describes a cluster of 4 separate species, C36H39F24N3O4 in total at a distorted geometry. The level of theory is the ωB97M-V functional and the def2-TZVPD basis.

ORCA input file:
```
! wB97M-V def2-TZVPD RIJCOSX def2/J DEFGRID3
* xyz 0 1
C 5.6019 -0.8725 4.4935
C 4.8438 -0.2054 3.8370
C 3.6778 0.4668 3.2220
C 3.5654 1.8651 3.2297
C 2.3678 2.4427 2.6466
C 1.3435 1.6575 2.0868
C 0.1061 2.4015 1.5477
C -1.2098 1.9942 2.3073
C -2.3784 2.1031 1.2936
C -3.8018 1.9573 1.9365
N -3.8836 0.8331 2.8829
C -3.6945 1.2935 4.3101
C -5.1610 0.2022 2.8597
C -5.2825 -1.1385 3.6323
O -6.1487 0.6344 2.3246
C 1.4628 0.2061 2.0264
N 0.4331 -0.4912 1.4303
C 0.7263 -1.7929 1.4385
C -0.3071 -2.7477 0.7795
C -1.7322 -2.3713 1.3602
C -2.5088 -3.6537 1.8193
C -2.5247 -1.5006 0.3248
C 1.9234 -2.4244 2.0172
N 2.8726 -1.7199 2.6182
C 2.6616 -0.3710 2.6121
H 6.1200 -1.6439 5.0407
H 4.3316 2.5154 3.6535
H 2.2809 3.5350 2.6631
H 0.2439 3.4746 1.7456
H -0.0259 2.1601 0.4818
H -1.1752 0.9513 2.6623
H -1.3833 2.6850 3.1507
H -2.3752 3.1203 0.8471
H -2.2458 1.4084 0.4442
H -4.5122 1.8938 1.1007
H -4.0030 2.9052 2.4774
H -3.1634 0.4844 4.8338
H -4.6928 1.4545 4.7523
H -3.1056 2.2160 4.3222
H -6.3500 -1.2678 3.8653
H -4.8826 -1.9886 3.0615
H -4.7484 -1.1073 4.6001
H -0.0805 -3.7890 1.0571
H -0.2161 -2.5974 -0.3080
H -1.6152 -1.7415 2.2604
H -3.3085 -3.3266 2.5071
H -2.8966 -4.2462 0.9768
H -1.8053 -4.2876 2.3938
H -2.9153 -0.6134 0.8470
H -1.9183 -1.2392 -0.5581
H -3.4179 -2.0531 -0.0344
H 2.0298 -3.5140 1.9976
C -3.3650 -3.9390 -3.3731
C -3.2594 -4.9362 -2.1982
C -2.9697 -6.3972 -2.5537
F -3.9365 -6.9455 -3.3069
F -2.8926 -7.1329 -1.4169
F -4.3701 -4.8372 -1.4369
F -2.2222 -4.5078 -1.4220
O -4.6684 -3.5823 -3.8346
C -5.3139 -4.3726 -4.7820
C -6.6039 -4.9865 -4.2337
F -6.3612 -5.7596 -3.1588
F -7.1781 -5.7707 -5.1738
F -4.4740 -5.2930 -5.2837
F -5.6335 -3.5548 -5.8055
H -2.9661 -2.9996 -2.9878
H -2.7051 -4.2057 -4.1992
H -2.0151 -6.4896 -3.0799
H -7.3096 -4.2053 -3.9440
C 3.5890 -2.2057 -2.0490
C 3.3188 -0.7299 -2.3845
C 1.9370 -0.3855 -2.9532
F 1.6938 -0.9852 -4.1317
F 1.8570 0.9506 -3.1717
F 4.2971 -0.2747 -3.2006
F 3.4284 -0.0568 -1.2206
O 4.3057 -2.9708 -3.0232
C 3.6288 -3.5730 -4.0784
C 4.0709 -3.0210 -5.4360
F 3.8544 -1.6963 -5.5238
F 3.3639 -3.6118 -6.4270
F 2.2991 -3.4976 -3.8945
F 3.9417 -4.8851 -4.0321
H 4.2454 -2.1970 -1.1783
H 2.6874 -2.7172 -1.7084
H 1.1462 -0.6589 -2.2474
H 5.1343 -3.2072 -5.5992
C 5.2938 6.5354 0.1127
C 4.1306 5.6677 0.6399
C 2.8811 5.5611 -0.2389
F 2.2814 6.7479 -0.4316
F 1.9716 4.7563 0.3659
F 3.8008 6.0824 1.8846
F 4.6223 4.4049 0.7747
O 5.4166 7.8682 0.6129
C 4.7071 8.9054 0.0140
C 3.7040 9.5450 0.9767
F 2.8071 8.6448 1.4212
F 3.0156 10.5223 0.3448
F 4.1364 8.4918 -1.1292
F 5.6171 9.8384 -0.3333
H 6.2006 6.0456 0.4687
H 5.3681 6.5058 -0.9746
H 3.1207 5.1254 -1.2130
H 4.2179 9.9741 1.8393
*
```

The total energy is -115842.130 eV. The calculation puts the energy above the lowest of the compared OMol25 structures with the same formula, charge and spin at 0.0 kJ/mol. As for the SMILES: C#Cc1ccc(CCCCN(C)C(C)=O)c2nc(CC(C)C)cnc12.FC(F)C(F)(F)COC(F)(F)C(F)F.FC(F)C(F)(F)COC(F)(F)C(F)F.FC(F)C(F)(F)COC(F)(F)C(F)F.

Here are the Löwdin charges for atoms 1 to 99, given in e:
1. C 0.11
2. C -0.09
3. C -0.17
4. C 0.00
5. C -0.02
6. C -0.13
7. C -0.14
8. C -0.19
9. C -0.19
10. C -0.19
11. N -0.12
12. C -0.04
13. C -0.50
14. C 0.01
15. O 0.09
16. C -0.13
17. N 0.20
18. C -0.22
19. C -0.11
20. C -0.37
21. C -0.06
22. C -0.06
23. C -0.05
24. N 0.14
25. C -0.16
26. H 0.03
27. H 0.11
28. H 0.10
29. H 0.10
30. H 0.11
31. H 0.09
32. H 0.11
33. H 0.12
34. H 0.09
35. H 0.12
36. H 0.12
37. H 0.09
38. H 0.10
39. H 0.07
40. H 0.09
41. H 0.06
42. H 0.07
43. H 0.10
44. H 0.10
45. H 0.11
46. H 0.06
47. H 0.06
48. H 0.08
49. H 0.04
50. H 0.07
51. H 0.07
52. H 0.11
53. C -0.04
54. C -0.44
55. C -0.30
56. F 0.10
57. F 0.09
58. F 0.13
59. F 0.09
60. O 0.04
61. C -0.53
62. C -0.29
63. F 0.10
64. F 0.10
65. F 0.15
66. F 0.15
67. H 0.14
68. H 0.15
69. H 0.17
70. H 0.18
71. C -0.04
72. C -0.45
73. C -0.30
74. F 0.10
75. F 0.09
76. F 0.13
77. F 0.12
78. O 0.04
79. C -0.53
80. C -0.29
81. F 0.10
82. F 0.10
83. F 0.14
84. F 0.15
85. H 0.15
86. H 0.14
87. H 0.17
88. H 0.18
89. C -0.04
90. C -0.44
91. C -0.30
92. F 0.10
93. F 0.08
94. F 0.13
95. F 0.10
96. O 0.04
97. C -0.53
98. C -0.29
99. F 0.10



[4]
This record from OMol25 describes a cluster of 2 separate species, C3H2INOS in total at a distorted geometry. The level of theory is the ωB97M-V functional and the def2-TZVPD basis.

ORCA input file:
```
! wB97M-V def2-TZVPD RIJCOSX def2/J DEFGRID3
* xyz 0 1
C -0.1748 -2.4729 -1.2144
C 0.4451 -2.2212 -2.2593
C 0.3909 0.5164 0.7543
N 0.5413 0.6101 -0.4283
O 0.4932 0.0691 1.8024
S -1.1144 -2.7824 0.1046
I 0.8342 -1.9650 -4.2137
H -0.1935 -3.4709 0.8053
H 0.0621 1.0935 -1.1227
*
```

The total energy is -25614.065 eV. The calculation puts the energy above the lowest of the compared OMol25 structures with the same formula, charge and spin at 226.9 kJ/mol. As for the SMILES: N=C=O.SC#CI.

Charges per atom according to Löwdin partitioning, unit e:
1. C -0.73
2. C -0.78
3. C -0.44
4. N 0.21
5. O 0.16
6. S 0.78
7. I 0.84
8. H -0.10
9. H 0.06



[5]
This record from OMol25 describes the molecule CH3N2P at a distorted geometry. The level of theory is the ωB97M-V functional and the def2-TZVPD basis.

ORCA input file:
```
! wB97M-V def2-TZVPD RIJCOSX def2/J DEFGRID3
* xyz 0 1
C 1.3403 0.6319 -0.2016
N 2.2130 0.6244 -0.9256
N -1.1492 -0.4584 -0.2093
P -0.2061 0.7308 0.6802
H -0.5205 -1.2175 -0.5931
H -1.7547 -0.0759 -0.8062
H 0.0771 -0.2353 2.0557
*
```

The total energy is -13353.177 eV. The calculation puts the energy above the lowest of the compared OMol25 structures with the same formula, charge and spin at 58.7 kJ/mol. As for the SMILES: N#CPN.

Charges per atom according to Löwdin partitioning, unit e:
1. C -0.56
2. N 0.07
3. N -0.27
4. P 0.74
5. H 0.06
6. H -0.06
7. H 0.01



[6]
This record from OMol25 describes the ion C4H9NO3PS with charge -1 at a distorted geometry. The level of theory is the ωB97M-V functional and the def2-TZVPD basis.

ORCA input file:
```
! wB97M-V def2-TZVPD RIJCOSX def2/J DEFGRID3
* xyz -1 1
C -0.5555 0.4576 -0.2362
C -1.2642 -1.9465 -0.4472
C -0.5069 -0.9884 1.7644
C -1.2529 -0.7151 0.4559
N 1.3515 2.3933 -1.6913
O 3.0819 0.4975 -1.2309
O -1.0840 1.5331 -0.3815
O 0.6457 0.1360 -0.6505
P 1.9558 1.2151 -0.6145
S 2.0459 1.8154 1.2702
H -1.8217 -1.7462 -1.3601
H -0.2459 -2.2183 -0.7151
H -1.7286 -2.7872 0.0684
H 0.5437 -1.1803 1.5591
H -0.9334 -1.8528 2.2739
H -0.5698 -0.1200 2.4180
H -2.2775 -0.4054 0.6798
H 2.0843 3.0679 -1.8611
H 0.5317 2.8445 -1.3014
*
```

The total energy is -32056.119 eV. The calculation puts the energy above the lowest of the compared OMol25 structures with the same formula, charge and spin at 0.0 kJ/mol. As for the SMILES: CC(C)C(=O)O[P@](N)([O-])=S.

Charges per atom according to Löwdin partitioning, unit e:
1. C -0.60
2. C -0.07
3. C -0.07
4. C -0.34
5. N -0.11
6. O -0.41
7. O 0.07
8. O -0.17
9. P -0.01
10. S 0.09
11. H 0.08
12. H 0.08
13. H 0.07
14. H 0.08
15. H 0.07
16. H 0.08
17. H 0.13
18. H 0.03
19. H 0.02



Repeat the fourth record exactly.
This record from OMol25 describes a cluster of 2 separate species, C3H2INOS in total at a distorted geometry. The level of theory is the ωB97M-V functional and the def2-TZVPD basis.

ORCA input file:
```
! wB97M-V def2-TZVPD RIJCOSX def2/J DEFGRID3
* xyz 0 1
C -0.1748 -2.4729 -1.2144
C 0.4451 -2.2212 -2.2593
C 0.3909 0.5164 0.7543
N 0.5413 0.6101 -0.4283
O 0.4932 0.0691 1.8024
S -1.1144 -2.7824 0.1046
I 0.8342 -1.9650 -4.2137
H -0.1935 -3.4709 0.8053
H 0.0621 1.0935 -1.1227
*
```

The total energy is -25614.065 eV. The calculation puts the energy above the lowest of the compared OMol25 structures with the same formula, charge and spin at 226.9 kJ/mol. As for the SMILES: N=C=O.SC#CI.

Charges per atom according to Löwdin partitioning, unit e:
1. C -0.73
2. C -0.78
3. C -0.44
4. N 0.21
5. O 0.16
6. S 0.78
7. I 0.84
8. H -0.10
9. H 0.06